Here is a 6-piece molecular cluster, C12H18N6 overall in a non-equilibrium geometry from the Open Molecules 2025 dataset. Energies are from ωB97M-V/def2-TZVPD.

```
36
Properties=species:S:1:pos:R:3:forces:R:3
N -15.08578 -6.53335 6.48661 -2.0688 4.2629 -0.4099
N -17.49140 -4.90560 8.78849 -0.5067 -2.6291 1.2487
N -16.28800 -2.35150 14.62902 0.6971 0.9340 0.6391
N -16.06500 -7.10335 13.03218 1.0443 -0.2327 1.0565
N -20.82995 -8.10244 8.30794 -0.3037 -0.2982 -0.3906
N -22.36003 -5.84581 6.22239 2.5020 0.0670 -0.1617
C -16.92876 -3.14524 14.12630 -1.1562 -2.2231 -1.4631
C -21.19258 -5.83274 6.16598 -0.9591 -0.3906 -0.4953
C -15.61982 -5.47897 6.33839 1.6018 -4.7910 0.3660
C -17.58934 -7.21956 9.99174 -0.4135 -0.3777 -0.3848
C -16.28686 -4.24027 6.00103 0.8971 1.2594 0.1856
C -19.68162 -5.81163 6.10701 -1.4298 1.0327 1.2166
C -21.67020 -8.56317 7.66794 0.1543 0.2116 0.1666
C -17.76354 -4.20151 13.45610 -0.1925 1.1881 -0.1360
C -17.58184 -5.95313 9.31059 0.8572 3.4839 -1.2974
C -14.06366 -7.47854 14.75461 -1.0956 0.6257 -0.1255
C -22.76715 -9.21347 6.92829 0.5603 0.7958 0.2696
C -15.21401 -7.27935 13.79884 0.2521 -0.4241 -0.2233
H -19.22189 -6.73237 6.46617 -0.2230 -0.1264 -0.5991
H -18.39311 -7.76891 9.50158 -0.1326 -0.3777 0.3706
H -15.64249 -3.76041 5.26441 -0.2928 -0.0769 -0.5301
H -16.64961 -7.73991 9.80668 0.0022 0.0818 0.1826
H -17.77533 -7.07531 11.05602 0.0754 -0.1912 -0.1244
H -14.31784 -6.91125 15.64997 0.1372 0.2695 -0.0560
H -23.18873 -8.55128 6.17207 0.2532 0.1655 0.0494
H -19.28297 -5.34647 5.20546 -0.2639 -0.6481 -0.2145
H -17.32437 -4.28632 5.67005 0.3048 -0.3644 0.0719
H -13.15029 -7.07331 14.31914 -0.1122 -0.1281 0.0081
H -23.54794 -9.37110 7.67234 -0.0092 -0.6706 -0.2485
H -17.24273 -4.98494 12.90556 0.4991 -0.0279 0.8227
H -13.91724 -8.49096 15.13100 -0.2006 -0.1351 -0.6538
H -16.20332 -3.53691 6.82953 -0.3614 -0.2730 0.2982
H -18.33228 -3.74334 12.64696 -0.1383 0.4545 0.1626
H -22.33148 -10.08114 6.43288 -0.5225 -0.2683 0.2648
H -18.49914 -4.56998 14.17110 0.2661 -0.2856 -0.0414
H -19.45117 -5.09449 6.89486 0.2782 0.1074 0.1760
```
Positions in Å, forces in eV/Å.

SMILES string: CC#N.CC#N.CC#N.CC#N.CC#N.CC#N
DFT total energy (a.u.): -796.50793
HOMO-LUMO gap (eV): 11.71

Charges in e, computed with natural (NBO), in the same order as the atoms: -0.35, -0.41, -0.35, -0.39, -0.39, -0.38, 0.29, 0.32, 0.31, -0.74, -0.73, -0.73, 0.33, -0.73, 0.34, -0.72, -0.72, 0.33, 0.27, 0.28, 0.25, 0.26, 0.27, 0.26, 0.27, 0.25, 0.25, 0.26, 0.26, 0.27, 0.26, 0.27, 0.25, 0.25, 0.25, 0.27

***

Here is C4H6N2O as an isolated structure in a non-equilibrium geometry from the Open Molecules 2025 dataset. Energies are from ωB97M-V/def2-TZVPD.

```
13
Properties=species:S:1:pos:R:3:forces:R:3
O -1.09155 0.98984 -0.41476 -0.2136 1.9297 0.1260
N 0.86790 -0.17929 0.35898 -0.8876 3.0965 0.2414
N 3.27286 0.01557 -0.09610 1.7723 -0.0555 -0.3936
C 2.15305 -0.16565 0.04385 -1.4912 0.3309 0.2871
C 0.00254 1.45909 0.27632 -1.0153 -6.3671 -0.7394
C -0.07710 -1.04987 -0.23569 -0.9477 -1.8814 0.0046
C -1.46128 -0.31401 -0.11831 0.3807 -2.2579 1.1787
H -1.88218 -0.51518 0.93907 0.5783 0.8439 -1.4109
H -0.03946 -2.05851 0.23726 -0.4320 0.7928 0.3806
H -0.07434 1.61033 1.28354 -0.7039 0.0712 2.7366
H 0.10366 -1.34495 -1.25701 0.2531 0.6416 -0.8416
H -2.20977 -0.70420 -0.86034 0.8240 0.6892 0.6413
H 0.43567 2.25685 -0.15679 1.8828 2.1664 -2.2107
```
Positions in Å, forces in eV/Å.

DFT total energy (a.u.): -340.66933
HOMO-LUMO gap (eV): 9.90

Charges in e, computed with natural (NBO), in the same order as the atoms: -0.49, -0.53, -0.40, 0.41, 0.19, -0.25, -0.07, 0.18, 0.21, 0.16, 0.19, 0.21, 0.18

***

Here is one molecule with the formula C25H33ClN6OS in a non-equilibrium geometry from the Open Molecules 2025 dataset. Energies are from ωB97M-V/def2-TZVPD.

```
67
Properties=species:S:1:pos:R:3:forces:R:3
Cl -6.42974 1.42523 1.30689 -0.1329 0.1118 0.0115
S 2.31676 4.45321 0.31745 0.4202 0.3717 0.1284
O 5.58727 3.26982 -0.37517 0.4155 0.1604 0.2751
N -0.51721 0.88746 -1.84685 0.0568 -0.3897 -0.4911
N 1.14605 2.42382 -1.08243 0.1026 0.0054 -0.2414
N -0.09310 3.35523 0.55602 0.2965 0.9603 0.7920
N 3.92643 1.87722 -1.04344 -0.0779 -0.2971 -0.2090
N -0.80615 2.40933 -0.05588 0.6025 -0.7599 -0.9935
N 2.67391 -1.94380 0.61256 -0.0507 -0.0303 -0.0786
C 1.53537 -1.54478 1.41164 -0.1164 -0.2335 0.1503
C -0.04059 1.83639 -1.06928 -0.3635 0.4214 0.5964
C 0.39381 -2.53449 1.19812 -0.0587 0.2872 -0.0488
C -4.23033 -0.11173 0.83282 -0.2296 0.0128 0.0191
C -2.07522 2.03236 0.17480 -0.4016 -0.2296 -0.0988
C 1.24237 -2.91347 -1.11446 -0.1412 0.3061 -0.2630
C -2.80469 2.70469 1.28224 0.0951 0.1282 0.0519
C -4.58513 -1.53282 3.21722 -0.0431 0.0428 0.0020
C -2.59494 1.05519 -0.65687 0.1554 0.2503 0.0835
C 3.99663 0.22261 0.76754 0.0338 -0.3114 -0.1009
C 1.06417 3.33802 -0.09459 -0.5771 -0.4488 -0.2176
C -2.26249 -0.53403 -2.61786 -0.0180 -0.0092 -0.0217
C -4.02437 0.62435 -0.46608 0.0718 0.1014 0.0488
C -3.35817 -1.13075 1.19997 -0.0970 -0.0001 0.1047
C 3.91982 -1.30238 0.97856 0.1336 0.2906 0.1812
C 0.01265 -2.56618 -0.27760 0.2345 -0.3065 0.1770
C -5.28817 0.17436 1.69128 0.1442 -0.1937 0.0212
C 3.49359 4.22895 -1.06634 -0.1835 -0.0836 0.3689
C 0.92530 -2.90063 -2.60573 0.0941 -0.0630 0.2886
C -1.76733 0.50757 -1.66600 0.1248 0.1342 0.0675
C -5.46773 -0.52514 2.87425 -0.0246 0.0001 0.0552
C 2.35177 -1.90638 -0.79989 -0.0332 -0.4452 0.0636
C 4.53889 0.64349 -0.60812 0.0264 0.0600 0.1894
C 4.46034 3.08089 -0.77938 -0.4106 0.1714 -0.3999
C -3.52861 -1.83710 2.37606 0.0697 -0.0568 -0.0323
H 4.61907 0.66864 1.54349 -0.0302 0.0730 0.0305
H -2.61410 -1.41777 -2.08886 -0.0934 -0.1124 0.0105
H -4.72566 -2.07766 4.13770 -0.0190 -0.0442 0.0906
H -3.08208 -0.13900 -3.21638 -0.1124 -0.0472 -0.0450
H -0.34865 -1.58095 -0.58370 -0.0763 0.0856 -0.0550
H -4.33128 -0.02634 -1.28529 -0.0472 0.1009 -0.0248
H 0.65094 -1.89538 -2.91852 -0.0546 0.1383 -0.0909
H -1.45049 -0.81522 -3.28125 0.0009 -0.0217 0.0014
H -6.29655 -0.27802 3.51910 -0.0751 0.0453 0.0354
H 2.93473 1.84282 -1.27593 0.2012 0.1074 0.0058
H 0.72375 -3.52635 1.51046 -0.0152 -0.0361 0.0733
H -0.78250 -3.29544 -0.45133 -0.0769 0.0137 -0.0707
H -2.53216 -1.36992 0.54748 0.1618 -0.0261 -0.0989
H 1.17106 -0.53138 1.15237 0.0389 0.0042 0.0471
H -2.19067 3.51101 1.67501 -0.0921 0.0078 0.0486
H -3.01783 1.99331 2.07939 -0.0144 -0.0365 0.0439
H 4.72075 -1.78980 0.41544 0.0604 -0.0353 0.0561
H -2.83945 -2.62656 2.63452 0.0743 -0.0727 0.0196
H 3.24923 -2.17364 -1.36310 0.0107 0.0742 -0.0582
H 2.01481 -0.90601 -1.12556 0.0204 0.0623 -0.0734
H 5.61658 0.81052 -0.55748 -0.0791 -0.1159 -0.0765
H -4.66906 1.50502 -0.48481 0.0057 -0.1183 -0.1127
H 2.99389 0.63976 0.88667 0.0028 0.0633 0.0366
H 4.04417 5.16662 -1.12017 -0.0121 -0.0944 -0.0269
H 1.59203 -3.90901 -0.82334 0.0406 0.0341 0.0266
H 0.10055 -3.57415 -2.82864 -0.0979 -0.0633 -0.0852
H 2.91374 4.06080 -1.97141 0.0552 0.0591 -0.0500
H 4.33307 -0.12010 -1.36011 0.0668 0.0034 0.0376
H 1.79129 -3.21457 -3.18373 0.0726 -0.0258 -0.1386
H -3.75457 3.10409 0.93148 -0.0763 -0.0063 -0.0169
H 4.08007 -1.52216 2.03812 0.0789 -0.0301 -0.0636
H 1.83352 -1.53726 2.46296 0.0012 0.0703 -0.0148
H -0.45939 -2.24240 1.81399 -0.0383 -0.0145 0.0589
```
Positions in Å, forces in eV/Å.

SMILES string: Cc1nc2nc(SCC(=O)NCCCN3CCC[C@@H](C)C3)nn2c(C)c1Cc1ccccc1Cl
DFT total energy (a.u.): -2234.66101
HOMO-LUMO gap (eV): 8.44

Charges in e, computed with natural (NBO), in the same order as the atoms: 0.00, 0.32, -0.63, -0.46, -0.57, -0.34, -0.64, -0.16, -0.45, -0.22, 0.51, -0.39, -0.06, 0.30, -0.21, -0.68, -0.20, -0.13, -0.44, 0.18, -0.66, -0.45, -0.15, -0.20, -0.41, -0.03, -0.61, -0.61, 0.29, -0.22, -0.22, -0.23, 0.66, -0.22, 0.22, 0.23, 0.22, 0.23, 0.19, 0.24, 0.21, 0.25, 0.23, 0.43, 0.20, 0.20, 0.21, 0.15, 0.26, 0.25, 0.19, 0.22, 0.20, 0.17, 0.23, 0.24, 0.20, 0.25, 0.20, 0.21, 0.25, 0.19, 0.21, 0.24, 0.20, 0.20, 0.20

***

Here is a 2-piece molecular cluster, C2H8N2O2 overall in a non-equilibrium geometry from the Open Molecules 2025 dataset. Energies are from ωB97M-V/def2-TZVPD.

```
14
Properties=species:S:1:pos:R:3:forces:R:3
O 1.75088 1.43789 -0.57676 1.3724 -3.1894 -2.1497
O -1.98361 0.88097 0.80611 0.3699 -0.7086 -2.3136
N 1.89146 0.34794 -2.60108 1.1078 -1.7984 -1.2341
N -0.74446 -0.84993 1.74223 1.2391 0.0854 2.2360
C -2.09947 -0.38330 1.51486 0.8515 2.2276 -0.7943
C 2.23939 0.52650 -1.31966 -1.0838 4.3345 2.8171
H 1.16354 0.92836 -3.10947 1.5901 -1.2915 0.9962
H 2.54701 -0.40986 -2.99633 -2.1713 1.9275 -0.2012
H -2.60478 -1.07667 0.90073 -0.4898 -1.1574 -0.6874
H -2.82160 -0.08616 2.29274 0.7936 -0.3560 0.5561
H -0.66141 -1.81948 2.13708 -0.3516 1.4103 -0.4736
H 3.13295 -0.06138 -0.98075 -0.8264 0.0228 -0.2320
H -0.14659 -0.17868 2.36032 -1.7311 -1.5797 -1.4922
H -1.66331 0.74379 -0.17003 -0.6706 0.0728 2.9725
```
Positions in Å, forces in eV/Å.

SMILES string: NC=O.NCO
DFT total energy (a.u.): -340.95211
HOMO-LUMO gap (eV): 10.13

Charges in e, computed with natural (NBO), in the same order as the atoms: -0.62, -0.74, -0.83, -0.87, 0.09, 0.50, 0.43, 0.40, 0.15, 0.15, 0.36, 0.12, 0.38, 0.47